{"formula": "C3Cl3FO", "method": "ωB97M-V with the def2-TZVPD basis set", "multiplicity": 1, "de_lowest_kcal_mol": 2.88, "lumo_energy_ha": -0.0372, "homo_lumo_gap_ev": 7.86, "homo_energy_ev": -8.874, "symbols": ["C", "C", "C", "O", "F", "Cl", "Cl", "Cl"], "coordinates": [[-1.78610, -0.24146, 0.24022], [1.52148, -0.94582, -0.61245], [-0.69390, 0.41245, 0.57586], [-0.04744, 1.30103, 0.87280], [1.93986, 0.08333, -1.41557], [-2.92671, -0.88550, 1.39320], [2.81940, -1.94752, -0.28547], [-1.95689, -0.86797, -1.39514]], "forces_ev_per_a": [[-0.974, -1.785, -0.933], [-0.290, 1.961, -1.200], [-2.297, -0.244, -0.219], [2.221, 1.253, 0.677], [-0.277, -1.783, 1.230], [0.673, 0.417, -0.200], [0.657, -0.197, -0.077], [0.286, 0.379, 0.723]], "mulliken_charge": [0.15, 0.14, 0.48, -0.29, -0.12, -0.16, -0.04, -0.16]}